Record 1
Density functional theory data (the ωB97M-V functional and the def2-TZVPD basis) for the ion C7H9N2O2 with charge +1 at a distorted geometry.

Values from the calculation:
Energy above the lowest of the compared OMol25 structures with the same formula, charge and spin, kcal per mole: 137.1
LUMO level (spin up / spin down), Eh: -0.192 / -0.192
Total charge: +1
HOMO-LUMO gap (spin up / spin down), eV: 7.6 / 7.6

The geometry in XYZ format:
```
20
Properties=species:S:1:pos:R:3:lowdin_charge:R:1
C 2.94 -0.18 -0.17 0.028
H -3.24 1.13 -1.22 0.095
N 2.57 -1.43 -0.01 0.129
C 3.18 1.20 -0.04 -0.423
N -0.82 -0.87 -0.08 0.230
H 1.26 -3.14 -0.04 0.178
H -1.02 1.58 1.09 0.056
H -1.66 0.45 2.12 0.077
H 3.36 -2.04 0.28 0.217
H -2.35 0.02 -2.14 0.111
O 2.79 2.28 -0.19 0.257
O 4.23 0.42 0.17 0.255
C -1.84 0.98 1.21 -0.022
C 1.37 -2.00 -0.08 -0.105
H -2.75 -0.76 0.33 0.153
C -1.99 -0.04 0.06 -0.396
C 0.27 -1.30 -0.07 -0.004
H -2.78 1.49 1.34 0.097
C -2.20 0.72 -1.22 -0.069
H -1.33 1.51 -1.36 0.136
```

Record 2
Density functional theory data (the ωB97M-V functional and the def2-TZVPD basis) for an isolated molecule of C7H9N3 at a distorted geometry.

Values from the calculation:
SMILES: Cc1cnn2c(C)c[nH]c12
Energy above the lowest of the compared OMol25 structures with the same formula, charge and spin, kcal per mole: 46.5
LUMO level, Eh: 0.026
Total charge: 0
HOMO-LUMO gap, eV: 8.2

The geometry in XYZ format:
```
19
Properties=species:S:1:pos:R:3:lowdin_charge:R:1
H -2.98 1.59 0.77 0.052
H -2.79 1.54 -1.01 0.106
N -0.52 0.51 -0.15 -0.047
H 3.16 -1.21 -0.74 0.063
N 0.03 1.72 -0.51 0.069
H 3.08 -1.13 0.95 0.043
C 0.47 -0.49 -0.02 -0.203
C -1.77 0.01 0.09 -0.254
C -2.95 0.93 -0.05 -0.031
H -2.23 -2.06 0.52 0.076
H 3.86 0.25 -0.03 0.090
H 0.16 -2.54 0.56 0.194
H 2.13 2.28 -0.40 0.132
C 1.34 1.46 -0.49 -0.180
N -0.22 -1.60 0.22 0.082
H -3.96 0.39 -0.02 0.104
C 1.72 0.18 -0.17 -0.217
C 3.06 -0.53 0.10 -0.048
C -1.58 -1.30 0.40 -0.030
```

Record 3
Density functional theory data (the ωB97M-V functional and the def2-TZVPD basis) for an isolated molecule of C7H9N3 at a distorted geometry.

Values from the calculation:
2S+1: 3
Energy above the lowest of the compared OMol25 structures with the same formula, charge and spin, kcal per mole: 72.5
LUMO level (spin up / spin down), Eh: 0.031 / -0.070
Total charge: 0
HOMO-LUMO gap (spin up / spin down), eV: 4.8 / 6.7

The geometry in XYZ format:
```
19
Properties=species:S:1:pos:R:3:lowdin_charge:R:1
C -0.19 0.82 -1.97 -0.057
H 0.10 -2.52 0.65 0.100
C 0.82 0.50 1.34 -0.131
C -2.46 0.85 -1.39 -0.191
H 2.68 0.24 2.43 0.066
N 0.00 -0.42 0.86 -0.145
C 0.54 -1.64 1.00 -0.073
H -0.18 1.69 -2.54 0.073
C -1.13 0.85 -0.86 -0.392
N -1.16 -0.22 0.13 0.072
C 1.94 -0.15 1.85 -0.044
H 0.81 0.75 -1.68 0.064
N -3.58 0.71 -1.59 0.182
H 0.79 1.60 1.05 0.117
H -0.40 0.04 -2.67 0.093
C 1.73 -1.56 1.67 -0.049
H -1.67 -1.03 -0.08 0.118
H -0.90 1.76 -0.35 0.125
H 2.25 -2.29 2.16 0.072
```